Record 1
Formula: C4H9N
Source: the OMol25 dataset
Level of theory: ωB97M-V/def2-TZVPD

LUMO energy = 1.27 eV
relative energy (zero: lowest compared OMol25 entry of this formula, charge and spin) = 1.084 eV

Positions of all 14 atoms, in Å:
C1 -1.865 0.498 -0.425
C2 -0.468 0.355 0.180
C3 -0.042 -0.978 0.708
N1 0.551 -0.432 -0.500
C4 1.911 0.051 -0.299
H1 -2.701 0.499 0.304
H2 -1.939 1.432 -0.991
H3 -2.051 -0.339 -1.105
H4 -0.069 1.248 0.663
H5 -0.669 -1.851 0.519
H6 0.544 -1.035 1.629
H7 2.094 0.557 0.672
H8 2.565 -0.822 -0.342
H9 2.201 0.752 -1.089

***

Record 2
Formula: C4H9N
Source: the OMol25 dataset
Level of theory: ωB97M-V/def2-TZVPD

LUMO energy = -1.84 eV
relative energy (zero: lowest compared OMol25 entry of this formula, charge and spin) = 8.174 eV

Positions of all 14 atoms, in Å:
C1 -0.279 -0.675 -1.478
C2 0.422 0.170 -0.420
C3 -0.065 -0.306 1.080
N1 -1.363 -0.572 1.562
C4 1.239 1.345 -0.609
H1 0.203 -0.364 -2.387
H2 -0.229 -1.763 -1.396
H3 -1.362 -0.477 -1.492
H4 -0.253 0.607 1.671
H5 -1.989 0.218 1.682
H6 0.595 -1.049 1.485
H7 2.325 1.323 -0.743
H8 0.972 2.389 -0.753
H9 1.484 -0.248 -0.437

***

Record 3
Formula: C4H9N
Source: the OMol25 dataset
Level of theory: ωB97M-V/def2-TZVPD

LUMO energy = 0.80 eV
relative energy (zero: lowest compared OMol25 entry of this formula, charge and spin) = 3.209 eV

Positions of all 14 atoms, in Å:
C1 1.856 -2.563 0.848
N1 1.240 -2.246 1.939
C2 0.051 -1.532 1.902
H1 2.994 -2.679 0.833
H2 1.433 -2.773 -0.064
H3 0.037 -0.854 2.740
H4 -0.191 -1.060 1.008
H5 -0.886 -2.205 2.194
C3 -1.209 2.517 -2.049
C4 -1.754 3.685 -2.589
H6 -0.936 2.726 -0.932
H7 -0.829 1.613 -2.487
H8 -1.977 4.495 -1.826
H9 -1.991 3.828 -3.715

***

Record 4
Formula: C4H9N
Source: the OMol25 dataset
Level of theory: ωB97M-V/def2-TZVPD

LUMO energy = 1.02 eV
relative energy (zero: lowest compared OMol25 entry of this formula, charge and spin) = 2.197 eV

Positions of all 14 atoms, in Å:
C1 -0.862 1.991 0.060
C2 -0.601 0.717 -0.103
N1 -0.773 -0.494 -0.253
C3 -1.882 -1.302 0.153
H1 -0.719 2.459 1.019
H2 -1.054 2.643 -0.774
H3 -2.336 -1.715 -0.750
H4 -1.495 -2.126 0.754
H5 -2.655 -0.783 0.730
C4 2.509 -0.299 -0.180
H6 1.383 0.123 -0.212
H7 2.628 -1.233 -0.712
H8 3.137 0.475 -0.601
H9 2.722 -0.457 0.868

***

Record 5
Formula: C4H9N
Source: the OMol25 dataset
Level of theory: ωB97M-V/def2-TZVPD

LUMO energy = 1.27 eV
relative energy (zero: lowest compared OMol25 entry of this formula, charge and spin) = 0.556 eV

Positions of all 14 atoms, in Å:
C1 -1.096 0.756 -1.792
C2 -0.995 0.378 -0.315
C3 0.392 0.148 0.202
C4 0.648 -0.836 1.050
N1 1.887 -1.020 1.684
H1 -1.980 1.331 -2.049
H2 -1.142 -0.184 -2.353
H3 -0.252 1.317 -2.173
H4 -1.450 1.156 0.296
H5 -1.530 -0.583 -0.134
H6 1.207 0.796 -0.082
H7 -0.126 -1.449 1.530
H8 1.765 -1.387 2.612
H9 2.672 -0.424 1.524

***

Record 6
Formula: C4H9N
Source: the OMol25 dataset
Level of theory: ωB97M-V/def2-TZVPD

LUMO energy = 1.18 eV
relative energy (zero: lowest compared OMol25 entry of this formula, charge and spin) = 3.324 eV

Positions of all 14 atoms, in Å:
C1 0.298 -0.809 -0.690
C2 -0.518 0.389 -0.485
C3 1.370 0.166 -0.744
C4 -0.747 1.250 0.707
N1 -0.117 -1.631 0.564
H1 0.092 -1.375 -1.596
H2 -1.270 0.555 -1.252
H3 -0.803 -2.381 0.479
H4 0.278 -1.306 1.442
H5 2.034 0.132 -1.598
H6 1.845 0.559 0.144
H7 -0.843 2.296 0.397
H8 -1.683 0.973 1.200
H9 0.065 1.181 1.432

***

| no. | orbital gap (eV) |
| --- | --- |
| 1 | 10.4 |
| 2 | 5.2 |
| 3 | 10.0 |
| 4 | 9.8 |
| 5 | 9.1 |
| 6 | 8.7 |